A molecular structure, C22H8Cl3CoF8N2S2, computed with ωB97M-V/def2-TZVPD.

The geometry in XYZ format:
```
46
Properties=species:S:1:pos:R:3:forces:R:3
Co -0.10776 -0.30131 -0.04885 -0.1 0.2 -0.5
F 0.82698 -4.74120 -4.75717 0.0 0.0 0.0
C 0.97792 -3.62955 -4.03761 0.0 0.0 0.0
C 0.20758 -3.41496 -2.91072 0.0 0.0 0.0
F -0.70011 -4.31200 -2.52636 0.0 0.0 0.0
C 0.40135 -2.25257 -2.19542 0.0 0.0 0.0
F -0.38347 -2.07623 -1.07727 0.0 0.0 0.0
C 1.31238 -1.26583 -2.52388 0.0 0.0 0.0
S 1.47357 0.19413 -1.57918 0.0 -0.1 0.0
C 2.06833 -1.52039 -3.66608 0.0 0.0 0.0
F 2.97468 -0.62896 -4.06968 0.0 0.0 0.0
C 1.90986 -2.67474 -4.40995 0.0 0.0 0.0
F 2.65277 -2.87847 -5.49672 0.0 0.0 0.0
S -0.74071 3.79155 1.20234 0.0 0.0 0.0
C 0.65828 3.22275 2.06801 0.0 0.0 0.0
C 1.42539 3.89045 3.01604 0.0 0.0 0.0
C 2.52212 3.23140 3.53799 0.0 0.0 0.0
C 2.86019 1.94274 3.10936 0.0 0.0 0.0
C 2.10126 1.28121 2.16630 0.0 0.0 0.0
C 0.97754 1.92649 1.66119 0.0 0.0 -0.1
N 0.08976 1.42682 0.71718 0.1 -0.1 0.3
C -0.83589 2.28688 0.37956 0.0 -0.1 -0.1
C -1.80070 1.82285 -0.59108 0.0 0.1 0.0
C -2.83669 2.57304 -1.13698 0.0 0.0 0.0
C -3.68408 1.97334 -2.05032 0.0 0.0 0.0
C -3.48089 0.64063 -2.39933 0.0 0.0 0.0
C -2.44125 -0.10090 -1.84840 -0.1 0.0 -0.1
C -1.57935 0.48472 -0.93258 0.0 0.0 0.1
H 1.17410 4.89362 3.33243 0.0 0.0 0.0
H 3.13479 3.72529 4.27990 0.0 0.0 0.0
H 3.73658 1.45866 3.51864 0.0 0.0 0.0
H 2.36764 0.29522 1.81271 0.0 0.0 0.0
H -2.97579 3.60943 -0.85001 0.0 0.0 0.0
H -4.49767 2.53282 -2.49121 0.0 0.0 0.0
H -4.14569 0.17034 -3.11321 0.0 0.0 0.0
H -2.32595 -1.13583 -2.14452 0.0 0.0 0.0
F 1.70004 -3.43567 1.81245 0.0 0.0 0.0
C 1.05590 -2.47041 2.46971 -0.1 0.1 0.0
F 0.27803 -3.05868 3.38283 0.1 0.0 0.0
F 1.96900 -1.73412 3.11509 0.0 0.0 0.0
Cl -2.54914 -2.34187 3.08909 0.0 0.0 0.0
C -1.69748 -0.83485 2.71625 -0.2 -0.1 -0.1
Cl -0.78740 -0.24340 4.11576 0.0 0.0 0.1
Cl -2.90300 0.38638 2.26955 0.0 0.0 0.0
C -0.74027 -1.04172 1.55590 0.1 0.2 0.3
N 0.35726 -1.66709 1.52822 0.1 -0.1 0.1
```
Positions in Å, forces in eV/Å.

For the lowest unoccupied orbital energy, the calculation gives -0.55 eV. The strongest force on any atom is 0.535 eV/Å. The calculation puts the total energy at -5311.2921 Eh. The multiplicity is 1. The value obtained for the HOMO energy is -0.2954 Eh.

Mulliken analysis output, partial charges in e: number 1, Co, carries -0.097; number 2, F, carries -0.297; number 3, C, carries 0.699; number 4, C, carries -0.236; number 5, F, carries -0.296; number 6, C, carries -0.342; number 7, F, carries -0.283; number 8, C, carries 0.683; number 9, S, carries -0.577; number 10, C, carries 0.238; number 11, F, carries -0.320; number 12, C, carries 0.141; number 13, F, carries -0.287; number 14, S, carries -0.357; number 15, C, carries 0.840; number 16, C, carries -0.671; number 17, C, carries -0.542; number 18, C, carries -0.867; number 19, C, carries -0.232; number 20, C, carries -0.533; number 21, N, carries 0.937; number 22, C, carries 0.863; number 23, C, carries 0.119; number 24, C, carries -0.768; number 25, C, carries -0.756; number 26, C, carries -0.759; number 27, C, carries -0.030; number 28, C, carries 0.612; number 29, H, carries 0.412; number 30, H, carries 0.403; number 31, H, carries 0.419; number 32, H, carries 0.413; number 33, H, carries 0.431; number 34, H, carries 0.398; number 35, H, carries 0.431; number 36, H, carries 0.455; number 37, F, carries -0.271; number 38, C, carries 0.739; number 39, F, carries -0.241; number 40, F, carries -0.233; number 41, Cl, carries -0.114; number 42, C, carries 0.963; number 43, Cl, carries -0.113; number 44, Cl, carries -0.085; number 45, C, carries -0.580; number 46, N, carries -0.309

A molecular structure, C24H20BrClF4IN3O4Ti at a distorted geometry, computed with ωB97M-V/def2-TZVPD.

The geometry in XYZ format:
```
59
Properties=species:S:1:pos:R:3:forces:R:3
Ti 0.46406 -0.34827 0.22106 0.6 0.7 0.6
C 2.76633 -3.57808 0.28509 0.0 0.0 0.0
N 2.77427 -2.39115 -0.54068 0.0 0.1 0.0
C 4.12415 -1.91748 -0.77888 0.0 0.0 0.0
C 2.08183 -2.58246 -1.79632 0.0 -0.1 0.0
C 0.56245 -2.79173 -1.64679 0.2 -0.2 0.1
N 0.03936 -2.29581 -0.37286 -0.3 0.3 -0.1
C -1.10637 -2.93277 0.05519 0.0 -0.1 -0.1
C -1.35966 -3.10079 1.43032 0.1 -0.1 0.0
F -0.45495 -2.66610 2.31366 0.0 0.0 0.0
C -2.47074 -3.75607 1.90592 0.0 0.0 0.0
F -2.61913 -3.90180 3.23637 0.0 0.0 0.0
C -3.41790 -4.30304 1.06100 0.0 0.0 0.0
C -3.20055 -4.14818 -0.28747 0.0 0.0 0.0
F -4.10530 -4.63233 -1.16586 0.0 0.0 0.0
C -2.09754 -3.47828 -0.78136 0.0 0.2 0.0
F -2.05083 -3.28185 -2.11815 0.0 0.0 0.0
H 3.22602 -4.44274 -0.23040 0.0 0.0 0.0
H 1.74315 -3.83374 0.56001 0.0 0.0 0.0
H 3.32880 -3.38448 1.19988 0.0 0.0 0.0
H 4.72741 -2.66080 -1.33351 0.0 0.0 0.0
H 4.60960 -1.70435 0.17140 0.0 0.0 0.0
H 4.08374 -0.99170 -1.35226 0.0 0.0 0.0
H 2.49096 -3.45333 -2.34554 0.0 0.0 0.0
H 2.28971 -1.71125 -2.41208 0.0 0.0 0.0
H 0.34881 -3.86420 -1.70769 0.0 0.0 0.0
H 0.08082 -2.33973 -2.52158 0.0 0.0 0.0
H -4.29126 -4.80927 1.44296 0.0 0.0 0.0
O -3.61406 -0.07352 0.60284 0.0 -0.1 0.0
C -2.45730 -0.06850 0.23465 0.0 0.1 -0.1
O -1.40064 -0.30778 0.94895 0.0 -0.4 -0.3
C -2.10562 0.27272 -1.20932 -0.1 -0.2 -0.1
C -2.95139 0.68508 -2.22415 0.0 0.0 0.1
C -2.37499 1.03823 -3.43994 0.0 0.0 -0.1
C -0.99323 1.01360 -3.61370 0.0 0.0 0.0
C -0.22503 0.59610 -2.54272 -0.1 -0.1 -0.1
N -0.81067 0.19320 -1.43212 0.1 0.5 0.3
C 1.28834 0.55832 -2.41595 -0.2 0.1 -0.1
O 2.01228 0.75704 -3.36840 0.0 0.0 0.0
O 1.66118 0.26490 -1.20296 -0.2 -0.6 -0.3
H -4.01444 0.75079 -2.04061 0.0 0.0 0.0
H -3.00857 1.36165 -4.25684 0.0 0.0 0.0
H -0.51473 1.33524 -4.52785 0.0 0.0 0.0
Cl 3.22851 0.11199 1.77709 0.0 0.0 0.1
C 1.57723 -0.58265 2.04364 0.0 0.2 -0.1
H 1.16578 -0.03225 2.88538 -0.1 -0.1 0.0
H 1.73961 -1.62777 2.30286 -0.1 0.0 0.0
Br 3.07447 5.86190 2.42037 0.0 0.0 0.0
C 1.11615 6.37978 2.36233 0.0 0.0 0.0
C 0.82775 7.39799 3.26302 0.0 0.0 0.0
C -0.48424 7.85324 3.30563 0.0 0.0 0.0
C -1.41864 7.26973 2.45136 0.1 0.0 0.1
C -1.02623 6.25148 1.58749 -0.1 -0.1 -0.1
C 0.28771 5.73604 1.49116 0.0 0.4 0.2
I 0.29030 2.40660 0.78161 0.0 -0.4 -0.1
H 1.58599 7.82065 3.91198 0.0 0.0 0.0
H -0.76673 8.64511 3.99235 0.0 0.0 0.0
H -2.45239 7.60903 2.47092 0.0 0.0 0.0
H -1.80369 5.82386 0.94949 0.0 0.0 0.0
```
Positions in Å, forces in eV/Å.

For the lowest unoccupied orbital energy, the calculation gives 4.12 eV. The strongest force on any atom is 1.107 eV/Å. As for the total charge: -2. Its energy above the lowest of the compared OMol25 structures with the same formula, charge and spin is 20.25 kcal per mole. The calculation puts the total energy at -5972.7463 Eh. The multiplicity is 1. The value obtained for the HOMO energy is -0.0294 Eh.

Mulliken analysis output, partial charges in e: number 1, Ti, carries 0.241; number 2, C, carries -1.245; number 3, N, carries 1.043; number 4, C, carries -1.303; number 5, C, carries -1.567; number 6, C, carries -0.875; number 7, N, carries 1.130; number 8, C, carries 0.346; number 9, C, carries -0.063; number 10, F, carries -0.351; number 11, C, carries 0.310; number 12, F, carries -0.340; number 13, C, carries -0.672; number 14, C, carries 0.272; number 15, F, carries -0.346; number 16, C, carries 0.148; number 17, F, carries -0.404; number 18, H, carries 0.326; number 19, H, carries 0.177; number 20, H, carries 0.330; number 21, H, carries 0.351; number 22, H, carries 0.352; number 23, H, carries 0.258; number 24, H, carries 0.472; number 25, H, carries 0.394; number 26, H, carries 0.711; number 27, H, carries 0.185; number 28, H, carries 0.464; number 29, O, carries -0.759; number 30, C, carries 0.235; number 31, O, carries -0.816; number 32, C, carries 0.457; number 33, C, carries -0.817; number 34, C, carries -0.380; number 35, C, carries -0.708; number 36, C, carries 0.485; number 37, N, carries 0.936; number 38, C, carries 0.046; number 39, O, carries -0.739; number 40, O, carries -0.573; number 41, H, carries 0.555; number 42, H, carries 0.419; number 43, H, carries 0.555; number 44, Cl, carries -0.232; number 45, C, carries -0.742; number 46, H, carries 0.571; number 47, H, carries 0.273; number 48, Br, carries -0.399; number 49, C, carries 0.277; number 50, C, carries -0.534; number 51, C, carries -0.257; number 52, C, carries -0.509; number 53, C, carries -0.088; number 54, C, carries -0.666; number 55, I, carries -0.153; number 56, H, carries 0.318; number 57, H, carries 0.321; number 58, H, carries 0.307; number 59, H, carries 0.270